No. 1
Computed, not measured: a structure of composition C24H48O48S12, with ωB97M-V/def2-TZVPD.

Element x y z (Å)
C 8.61 -6.80 13.04
C 7.52 -5.86 13.52
O 7.70 -5.70 14.91
S 9.20 -6.02 15.35
O 9.26 -6.90 16.40
O 9.90 -4.80 15.52
O 9.64 -6.73 14.02
H 9.08 -6.56 12.10
H 8.24 -7.82 12.96
H 6.54 -6.32 13.41
H 7.51 -4.97 12.91
C 14.48 0.57 11.27
C 15.35 -0.24 10.22
O 14.48 -1.31 9.73
S 12.97 -0.79 9.86
O 12.13 -1.90 9.94
O 12.70 0.25 8.96
O 13.19 -0.17 11.32
H 14.15 1.52 10.85
H 14.91 0.65 12.26
H 16.27 -0.68 10.60
H 15.70 0.43 9.42
C 14.74 3.63 19.00
C 13.89 3.52 17.77
O 14.21 4.76 17.12
S 14.03 5.87 18.24
O 12.70 6.29 18.32
O 15.00 6.84 18.09
O 14.27 4.90 19.49
H 15.79 3.64 18.73
H 14.54 2.84 19.71
H 12.84 3.46 18.05
H 14.14 2.66 17.17
C 15.07 -5.61 19.06
C 14.37 -6.56 18.12
O 13.05 -6.67 18.63
S 12.74 -5.56 19.74
O 12.91 -6.18 20.99
O 11.61 -4.87 19.38
O 14.06 -4.69 19.41
H 15.90 -5.02 18.65
H 15.54 -6.09 19.93
H 14.86 -7.54 18.00
H 14.31 -6.22 17.07
C 10.26 -3.20 12.64
C 9.12 -2.60 13.36
O 8.13 -2.37 12.30
S 8.47 -3.10 10.93
O 9.07 -2.22 10.02
O 7.40 -3.90 10.58
O 9.61 -4.02 11.60
H 10.97 -3.76 13.23
H 10.81 -2.48 12.01
H 9.40 -1.73 13.94
H 8.60 -3.30 14.01
C 18.05 2.18 13.89
C 18.24 3.65 14.17
O 16.90 4.10 14.43
S 15.80 3.19 13.70
O 15.06 3.80 12.70
O 15.17 2.57 14.79
O 16.89 2.20 13.10
H 17.97 1.60 14.81
H 18.89 1.74 13.36
H 18.61 4.23 13.32
H 18.88 3.90 15.01
C 8.07 2.04 12.37
C 9.50 1.59 12.14
O 10.18 2.68 11.46
S 9.16 3.63 10.71
O 8.76 3.10 9.47
O 9.61 4.91 10.75
O 8.04 3.44 11.81
H 7.78 2.25 13.40
H 7.34 1.46 11.80
H 9.42 0.77 11.43
H 10.10 1.36 13.01
C 10.17 5.41 16.03
C 9.25 4.73 15.05
O 9.79 3.42 14.85
S 11.35 3.37 15.13
O 12.13 3.44 13.95
O 11.64 2.38 16.06
O 11.43 4.82 15.77
H 9.91 5.30 17.08
H 10.29 6.47 15.84
H 9.25 5.22 14.06
H 8.18 4.71 15.28
C 15.92 -2.19 19.74
C 14.60 -1.52 20.11
O 15.02 -0.12 20.21
S 16.27 0.28 19.33
O 17.34 0.77 20.08
O 15.84 1.04 18.22
O 16.54 -1.23 18.86
H 15.82 -3.10 19.18
H 16.53 -2.36 20.64
H 14.29 -1.83 21.11
H 13.82 -1.66 19.37
C 9.79 -1.36 17.03
C 9.40 -1.56 18.48
O 10.57 -1.08 19.16
S 11.00 0.29 18.47
O 12.39 0.38 18.51
O 10.21 1.31 18.98
O 10.46 -0.10 17.03
H 8.96 -1.49 16.36
H 10.50 -2.17 16.84
H 9.29 -2.60 18.80
H 8.49 -1.03 18.79
C 18.33 -3.87 15.33
C 17.66 -2.89 16.31
O 16.73 -2.22 15.44
S 17.35 -1.91 14.01
O 18.15 -0.76 13.98
O 16.27 -1.98 13.14
O 18.24 -3.22 14.01
H 17.66 -4.73 15.23
H 19.37 -4.14 15.50
H 18.32 -2.19 16.83
H 17.10 -3.46 17.05
C 12.81 -1.02 14.39
C 13.65 -0.62 15.57
O 13.62 -1.76 16.48
S 13.17 -3.11 15.80
O 12.42 -3.86 16.70
O 14.25 -3.73 15.13
O 12.29 -2.35 14.71
H 13.34 -1.05 13.44
H 11.91 -0.43 14.25
H 13.23 0.22 16.12
H 14.69 -0.37 15.35

Net charge: 0
E, Ha: -9332.7539
HOMO, eV: -10.7
Relative energy (zero: lowest compared OMol25 entry of this formula, charge and spin), kJ/mol: 156.2
Kohn-Sham gap, Eh: 0.3799
Lowest unoccupied orbital energy, eV: -0.358

Löwdin atomic charge list, values in e, 4 entries: number 1, C, carries -0.137; number 2, C, carries -0.169; number 3, O, carries -0.158; number 4, S, carries 0.549

No. 2
Computed, not measured: a structure of composition C24H49AsClO11P2PtSSi, with ωB97M-V/def2-TZVPD.

Element x y z (Å)
Pt 1.39 2.38 -0.11
C 2.86 -0.76 2.91
C 2.34 0.45 2.14
O 2.19 0.14 0.74
P 0.72 1.03 2.80
O -0.26 -0.12 2.84
O 1.02 1.49 4.29
O 0.31 2.19 1.92
P 3.49 1.89 2.28
O 4.94 1.30 1.93
O 3.46 2.30 3.71
O 3.12 2.89 1.20
H 2.10 -1.54 2.95
H 3.12 -0.48 3.93
H 3.75 -1.14 2.41
H 1.34 -0.34 0.59
H -0.45 -0.54 1.59
H 1.92 1.93 4.29
H 5.14 1.40 0.99
C -4.98 -0.48 0.41
C -3.90 -1.53 0.66
C -4.48 -2.94 0.49
C -3.29 -1.35 2.04
O -2.92 -1.32 -0.36
Si -1.33 -1.73 -0.39
O -0.42 -0.77 0.52
O -1.26 -3.30 0.07
C -0.16 -4.22 -0.03
C 1.17 -3.51 0.20
C -0.19 -4.86 -1.41
C -0.40 -5.27 1.05
O -0.83 -1.64 -1.95
C -1.33 -0.88 -3.05
C -2.62 -1.51 -3.56
C -1.56 0.57 -2.62
C -0.25 -0.94 -4.13
H -5.79 -0.59 1.13
H -5.38 -0.59 -0.60
H -4.55 0.52 0.51
H -5.27 -3.11 1.23
H -3.69 -3.68 0.63
H -4.89 -3.05 -0.51
H -4.06 -1.46 2.81
H -2.83 -0.37 2.15
H -2.52 -2.10 2.23
H 1.35 -2.75 -0.56
H 1.99 -4.23 0.16
H 1.18 -3.03 1.18
H -0.04 -4.10 -2.18
H -1.16 -5.33 -1.58
H 0.59 -5.61 -1.51
H -0.40 -4.79 2.04
H 0.39 -6.03 1.03
H -1.36 -5.75 0.90
H -3.38 -1.49 -2.78
H -2.43 -2.55 -3.84
H -2.98 -0.98 -4.44
H -2.36 0.61 -1.88
H -1.84 1.18 -3.48
H -0.65 0.98 -2.18
H -0.05 -1.98 -4.40
H 0.67 -0.49 -3.77
H -0.58 -0.40 -5.02
Cl 2.98 -0.78 -2.24
C 4.12 0.47 -1.82
C 5.42 0.07 -1.53
C 6.37 1.02 -1.20
C 6.01 2.36 -1.16
C 4.71 2.74 -1.43
C 3.71 1.81 -1.77
C 2.32 2.25 -1.98
H 5.67 -0.98 -1.57
H 7.39 0.71 -0.97
H 6.74 3.12 -0.88
H 4.42 3.78 -1.35
H 1.76 1.55 -2.60
H 2.30 3.23 -2.47
C -1.24 4.69 2.65
As -1.44 4.35 0.77
C -2.33 2.67 0.50
C -2.78 5.64 0.22
S 0.30 4.67 -0.38
H -2.19 4.52 3.15
H -0.93 5.73 2.77
H -0.48 4.02 3.03
H -3.29 2.69 1.03
H -1.70 1.86 0.86
H -2.51 2.56 -0.57
H -3.67 5.53 0.83
H -3.02 5.47 -0.83
H -2.37 6.64 0.34

Net charge: -1
E, Ha: -5957.7617
HOMO (alpha / beta), eV: -3.7 / -5.7
Relative energy (zero: lowest compared OMol25 entry of this formula, charge and spin), kJ/mol: 0.0
Kohn-Sham gap (alpha / beta), Eh: 0.2197 / 0.2903
Lowest unoccupied orbital energy (alpha / beta), eV: 2.247 / 2.207
Multiplicity: 3

Löwdin atomic charge list, values in e, 4 entries: number 1, Pt, carries 0.925; number 2, C, carries -0.062; number 3, C, carries -0.576; number 4, O, carries -0.165

No. 3
Computed, not measured: a cluster of 3 separate species, C24H49BrN7O2P2 in total, with ωB97M-V/def2-TZVPD.

Element x y z (Å)
Br -7.09 0.49 0.62
C -5.73 1.99 0.63
C -4.73 1.85 -0.62
C -3.69 0.58 -0.46
C -2.81 0.93 0.86
N -1.77 1.91 0.66
C -0.92 2.35 1.76
C -1.11 1.80 3.20
C -2.24 0.71 3.46
C -2.55 0.08 4.86
C -3.70 -0.95 5.01
C -4.58 -1.44 3.81
C -4.29 -0.81 2.40
C -3.14 0.26 2.24
H -6.35 2.96 0.59
H -5.21 1.99 1.66
H -4.04 2.78 -0.58
H -5.24 1.87 -1.64
H -3.01 0.46 -1.37
H -4.29 -0.39 -0.33
H -1.62 2.32 -0.29
H -0.12 3.14 1.52
H -0.45 2.19 4.05
H -1.91 0.44 5.74
H -3.92 -1.39 6.05
H -5.44 -2.21 3.90
H -4.94 -1.19 1.54
O 1.51 -2.29 4.72
P 2.25 -2.70 3.43
N 3.67 -1.81 3.84
C 3.64 -0.36 4.01
C 4.39 -2.40 4.97
N 1.21 -1.87 2.36
C 1.57 -0.73 1.54
C -0.20 -1.78 2.74
N 3.08 -3.24 1.95
C 2.79 -4.66 1.70
C 4.48 -2.98 1.61
H 4.62 0.01 4.31
H 2.91 -0.05 4.76
H 3.43 0.15 3.07
H 4.48 -3.48 4.83
H 3.88 -2.22 5.92
H 5.41 -2.00 5.03
H 1.47 0.21 2.10
H 0.91 -0.67 0.67
H 2.58 -0.80 1.14
H -0.37 -0.98 3.46
H -0.54 -2.72 3.18
H -0.83 -1.60 1.86
H 3.32 -5.30 2.41
H 3.06 -4.96 0.69
H 1.72 -4.86 1.81
H 5.17 -3.46 2.30
H 4.69 -1.91 1.57
H 4.70 -3.35 0.60
O -0.65 1.31 -2.66
P 0.07 0.86 -3.95
N 1.50 1.75 -3.58
C 1.49 3.20 -3.43
C 2.23 1.17 -2.44
N -0.96 1.69 -5.02
C -0.61 2.81 -5.87
C -2.37 1.79 -4.64
N 0.89 0.29 -5.43
C 0.58 -1.14 -5.65
C 2.28 0.53 -5.79
H 2.48 3.57 -3.14
H 0.77 3.53 -2.68
H 1.28 3.69 -4.37
H 2.31 0.08 -2.56
H 1.74 1.37 -1.49
H 3.26 1.56 -2.40
H -0.69 3.76 -5.33
H -1.27 2.86 -6.74
H 0.40 2.72 -6.28
H -2.53 2.62 -3.93
H -2.72 0.87 -4.18
H -3.01 1.96 -5.51
H 1.11 -1.77 -4.93
H 0.84 -1.45 -6.67
H -0.50 -1.32 -5.53
H 2.98 0.05 -5.10
H 2.50 1.59 -5.85
H 2.48 0.13 -6.80

Net charge: +1
E, Ha: -4733.7319
HOMO, eV: -10.0
Kohn-Sham gap, Eh: 0.2085
Lowest unoccupied orbital energy, eV: -4.284

Löwdin atomic charge list, values in e, 4 entries: number 1, Br, carries 0.586; number 2, C, carries -0.543; number 3, C, carries -0.249; number 4, C, carries -0.110

No. 4
Computed, not measured: a cluster of 6 separate species, C24H50BBrF3N2O18S5 in total, with ωB97M-V/def2-TZVPD.

Element x y z (Å)
C -2.44 2.50 -0.77
O -2.15 2.40 -2.19
B -1.58 1.36 -2.80
O -0.42 1.38 -3.48
N -2.26 -0.10 -2.91
C -1.24 -1.06 -2.33
C -0.69 -0.63 -0.96
O 0.41 -0.19 -0.86
Br -1.80 -0.79 0.58
C -3.64 -0.19 -2.32
C -4.06 -1.31 -1.60
C -5.36 -1.31 -1.14
C -6.19 -0.22 -1.42
N -5.79 0.82 -2.14
C -4.55 0.84 -2.60
C -2.41 -0.39 -4.42
F -3.36 -1.28 -4.60
F -2.74 0.74 -5.00
F -1.29 -0.85 -4.91
H -1.55 2.27 -0.19
H -2.71 3.54 -0.59
H -3.28 1.86 -0.50
H 0.17 2.08 -3.17
H -1.59 -2.09 -2.34
H -0.36 -1.03 -2.97
H -3.42 -2.16 -1.39
H -5.74 -2.15 -0.56
H -7.21 -0.20 -1.04
H -4.26 1.69 -3.19
O -3.81 0.03 3.15
S -5.05 -0.09 3.87
O -6.06 -0.95 3.34
O -5.64 1.37 4.10
C -5.79 2.23 2.95
C -6.96 1.84 2.06
C -4.75 -0.48 5.55
H -4.85 2.25 2.40
H -5.94 3.22 3.38
H -6.80 0.88 1.59
H -7.08 2.60 1.28
H -7.88 1.78 2.64
H -3.99 0.19 5.94
H -4.40 -1.51 5.57
H -5.68 -0.39 6.10
O 1.68 -1.89 -3.76
S 2.71 -1.83 -4.77
O 3.02 -3.03 -5.49
O 4.01 -1.22 -4.12
C 4.53 -1.84 -2.91
C 5.23 -3.15 -3.18
C 2.38 -0.53 -5.91
H 3.72 -1.94 -2.20
H 5.23 -1.10 -2.53
H 4.53 -3.91 -3.52
H 5.69 -3.50 -2.25
H 6.00 -3.03 -3.93
H 2.15 0.37 -5.35
H 1.52 -0.85 -6.50
H 3.25 -0.40 -6.54
O 1.64 2.81 4.41
S 1.91 3.66 3.29
O 0.87 3.92 2.33
O 3.20 3.10 2.53
C 3.17 1.71 2.14
C 2.22 1.44 1.00
C 2.60 5.18 3.84
H 2.92 1.10 3.01
H 4.20 1.49 1.86
H 1.19 1.62 1.30
H 2.31 0.41 0.66
H 2.45 2.11 0.16
H 3.39 4.98 4.55
H 1.79 5.73 4.32
H 2.97 5.73 2.97
O 5.44 4.07 7.44
S 6.16 3.01 6.81
O 6.68 1.94 7.61
O 7.32 3.64 5.93
C 8.24 4.55 6.58
C 9.23 3.86 7.49
C 5.21 2.34 5.49
H 7.66 5.31 7.12
H 8.74 5.05 5.76
H 8.74 3.40 8.35
H 9.95 4.59 7.86
H 9.76 3.08 6.95
H 4.84 3.16 4.89
H 4.39 1.79 5.94
H 5.84 1.67 4.91
O -1.38 -6.97 -3.03
S -2.26 -6.92 -4.16
O -1.76 -7.25 -5.45
O -2.91 -5.46 -4.20
C -2.00 -4.35 -4.19
C -1.29 -4.12 -5.51
C -3.73 -7.82 -3.84
H -1.28 -4.49 -3.38
H -2.62 -3.49 -3.94
H -0.61 -4.95 -5.75
H -0.69 -3.21 -5.45
H -2.00 -4.04 -6.33
H -4.11 -7.54 -2.86
H -3.45 -8.87 -3.85
H -4.44 -7.61 -4.63

Net charge: +1
E, Ha: -7297.5145
HOMO, eV: -12.1
Kohn-Sham gap, Eh: 0.3256
Lowest unoccupied orbital energy, eV: -3.222

Löwdin atomic charge list, values in e, 4 entries: number 1, C, carries 0.011; number 2, O, carries 0.101; number 3, B, carries -0.674; number 4, O, carries 0.259

No. 5
Computed, not measured: a cluster of 3 separate species, C24H50BN2O5 in total, with ωB97M-V/def2-TZVPD.

Element x y z (Å)
C 1.96 -4.40 0.40
C 2.21 -3.25 -0.57
C 1.85 -1.85 -0.07
O 0.54 -1.47 -0.38
C -0.42 -1.65 0.63
C -0.92 -3.11 0.81
C -2.38 -3.12 1.32
O -3.18 -3.56 0.27
B -2.32 -3.54 -0.97
O -0.95 -3.80 -0.40
H 2.04 -4.07 1.44
H 2.71 -5.19 0.25
H 0.98 -4.84 0.23
H 3.28 -3.22 -0.82
H 1.66 -3.41 -1.50
H 2.04 -1.76 1.01
H 2.51 -1.13 -0.57
H -0.03 -1.28 1.59
H -1.27 -1.03 0.35
H -0.25 -3.59 1.53
H -2.69 -2.14 1.72
H -2.46 -3.84 2.15
H -2.41 -2.39 -1.48
H -2.59 -4.43 -1.77
C -5.61 2.88 -0.24
C -5.10 2.24 1.05
C -4.38 0.91 0.77
C -5.33 -0.22 0.39
C -6.39 -0.41 1.47
C -7.17 0.86 1.78
N -6.21 1.99 2.03
O -5.79 2.00 3.25
C -8.14 1.18 0.62
C -8.02 0.68 3.03
C -4.12 3.23 1.66
H -4.82 2.85 -0.99
H -6.48 2.40 -0.68
H -5.87 3.93 -0.07
H -3.82 0.62 1.66
H -3.65 1.08 -0.02
H -5.79 -0.02 -0.59
H -4.75 -1.14 0.26
H -7.10 -1.19 1.17
H -5.90 -0.77 2.38
H -8.50 2.21 0.68
H -9.01 0.52 0.70
H -7.71 1.00 -0.36
H -7.42 0.35 3.88
H -8.77 -0.09 2.83
H -8.53 1.60 3.30
H -4.64 4.14 1.97
H -3.38 3.48 0.91
H -3.61 2.82 2.53
C 4.81 2.81 -0.84
C 5.60 1.63 -0.26
C 7.10 1.96 -0.16
C 7.81 1.98 -1.51
C 7.60 0.65 -2.24
C 6.13 0.28 -2.40
N 5.44 0.38 -1.08
O 5.60 -0.67 -0.37
C 5.47 1.17 -3.47
C 6.00 -1.16 -2.89
C 5.04 1.38 1.13
H 5.12 3.73 -0.35
H 4.94 2.96 -1.91
H 3.74 2.67 -0.66
H 7.57 1.21 0.48
H 7.20 2.92 0.35
H 7.45 2.81 -2.12
H 8.87 2.15 -1.36
H 8.06 0.68 -3.23
H 8.11 -0.14 -1.68
H 4.39 1.12 -3.41
H 5.76 0.81 -4.46
H 5.78 2.21 -3.43
H 6.52 -1.86 -2.24
H 6.42 -1.23 -3.89
H 4.95 -1.46 -2.94
H 4.00 1.04 1.07
H 5.07 2.31 1.68
H 5.61 0.63 1.67

Net charge: -1
E, Ha: -1454.9634
HOMO (alpha / beta), eV: -3.9 / -3.9
Relative energy (zero: lowest compared OMol25 entry of this formula, charge and spin), kJ/mol: 0.0
Kohn-Sham gap (alpha / beta), Eh: 0.2224 / 0.2224
Lowest unoccupied orbital energy (alpha / beta), eV: 2.143 / 2.141
Multiplicity: 3

Löwdin atomic charge list, values in e, 4 entries: number 1, C, carries -0.112; number 2, C, carries -0.215; number 3, C, carries -0.241; number 4, O, carries -0.130